Record 1
ORCA calculation (ωB97M-V/def2-TZVPD) on a cluster of 2 separate species, C2H8N2S in total.

Values from the calculation:
Charge   0
HOMO level   -0.3332 Ha
SMILES   [H]/N=C/N.CS
ΔE to the lowest compared entry with this formula, charge and spin   7.9 kJ/mol
DFT total energy   -588.676885 hartree

```
13
Properties=species:S:1:pos:R:3:forces:R:3:mulliken_charge:R:1
H 1.651 -3.047 -0.774 0.4 0.5 0.1 0.23
N 0.851 -2.422 -0.762 -0.8 -0.5 -0.1 -0.60
C 0.356 -2.381 0.411 0.8 -0.3 -0.3 0.03
N -0.915 -1.955 0.687 0.3 0.4 0.4 -0.47
H 0.951 -2.690 1.278 -0.4 -0.3 0.2 0.33
H -1.302 -1.358 -0.026 -0.2 0.0 -0.2 0.24
H -1.018 -1.579 1.618 -0.2 0.0 0.0 0.25
C 0.132 2.831 -0.063 -0.3 0.3 0.1 -0.78
S -0.470 1.296 -0.805 0.3 -0.1 0.2 -0.15
H 0.772 2.576 0.779 0.0 -0.1 0.0 0.26
H 0.697 3.432 -0.773 0.1 -0.2 0.0 0.28
H -0.706 3.425 0.304 0.1 0.0 0.0 0.28
H -0.999 1.872 -1.873 -0.2 0.1 -0.3 0.09
```
Positions in Å, forces in eV/Å.

Record 2
ORCA calculation (ωB97M-V/def2-TZVPD) on a cluster of 9 separate species, C4H27N3O9 in total at a distorted geometry.

Values from the calculation:
Charge   0
HOMO level   -0.3297 Ha
SMILES   CNCCNC(N)=O.O.O.O.O.O.O.O.O
ΔE to the lowest compared entry with this formula, charge and spin   1.1 kJ/mol
DFT total energy   -1010.103294 hartree

```
43
Properties=species:S:1:pos:R:3:forces:R:3:mulliken_charge:R:1
C 1.458 0.400 2.697 0.5 -1.5 -0.4 -0.82
N 2.056 0.123 1.368 -0.4 -0.2 0.5 -0.50
C 1.096 0.349 0.270 0.9 -0.6 0.1 2.31
C 1.852 0.212 -1.063 0.9 2.0 -0.6 -1.61
N 1.901 -1.158 -1.532 -0.1 -0.2 0.1 -0.03
C 0.733 -1.791 -1.900 0.3 -0.5 -0.2 0.51
N -0.283 -1.089 -2.493 1.8 0.0 0.9 -0.24
O 0.629 -3.028 -1.750 0.1 0.3 -0.4 -0.86
H 1.021 1.380 2.700 0.0 0.6 0.1 0.30
H 0.622 -0.298 2.952 0.6 0.3 0.0 0.22
H 2.290 0.301 3.421 -0.7 0.2 -0.1 0.35
H 2.400 -0.863 1.383 -0.6 1.1 -0.3 0.27
H 0.620 1.330 0.344 0.3 0.0 0.2 -0.71
H 0.258 -0.365 0.314 0.0 0.0 -0.2 -0.68
H 1.409 0.896 -1.837 0.2 -0.8 0.6 0.33
H 2.927 0.646 -0.973 -1.8 -1.0 0.1 0.40
H 2.600 -1.749 -1.051 -1.0 0.4 -0.6 0.39
H -1.067 -1.597 -2.790 -0.9 -0.8 -0.2 0.26
H -0.376 -0.102 -2.431 0.1 0.7 0.0 0.14
O -1.979 0.829 2.648 -0.2 0.4 0.9 -0.72
H -2.056 0.175 1.945 -0.1 -0.5 -0.5 0.47
H -2.814 0.773 3.131 0.2 0.0 0.0 0.27
O 0.542 3.806 0.632 0.0 0.3 -0.3 -0.80
H 1.175 3.169 0.960 0.3 -0.1 0.3 0.36
H 0.420 3.553 -0.311 0.1 0.1 0.1 0.46
O -1.003 -3.081 0.400 0.6 0.0 0.0 -0.79
H -0.101 -3.102 0.822 -0.9 -0.1 -0.3 0.44
H -0.774 -3.267 -0.537 -0.1 0.1 0.5 0.36
O -0.069 2.882 -1.820 0.4 2.3 -1.8 -0.70
H -0.839 2.388 -1.554 -1.2 -1.1 0.4 0.44
H -0.444 3.592 -2.424 0.8 -1.3 1.1 0.30
O -2.348 -0.787 0.524 0.9 -0.8 0.0 -0.70
H -1.740 -1.601 0.508 -0.6 0.4 -0.1 0.38
H -3.231 -1.146 0.467 -0.4 -0.1 0.0 0.22
O 1.668 -3.324 0.710 0.4 0.3 1.0 -0.63
H 1.498 -3.360 -0.237 -0.1 -0.4 -0.8 0.33
H 1.983 -4.183 1.000 0.0 -0.1 -0.1 0.23
O -2.172 1.426 -1.033 -0.1 1.9 -0.6 -0.81
H -2.255 2.081 -0.277 0.0 -0.3 -0.3 0.49
H -2.164 0.591 -0.601 0.0 -1.5 0.7 0.38
O -1.994 3.028 1.090 -1.0 0.8 -0.9 -0.85
H -1.115 3.430 1.012 0.3 -0.2 0.4 0.46
H -1.995 2.308 1.720 0.4 -0.4 0.7 0.39
```
Positions in Å, forces in eV/Å.

Record 3
ORCA calculation (ωB97M-V/def2-TZVPD) on a cluster of 2 separate species, C2Cl2O2S in total at a distorted geometry.

Values from the calculation:
Charge   0
HOMO level (spin up / spin down)   -0.4144 / -0.3855 Ha
ΔE to the lowest compared entry with this formula, charge and spin   110.9 kJ/mol
DFT total energy   -1545.003374 hartree

```
7
Properties=species:S:1:pos:R:3:forces:R:3:mulliken_charge:R:1
C -1.428 0.157 -0.288 4.2 1.7 0.0 -0.06
C -2.542 -0.326 -0.351 -4.8 -1.9 0.3 0.12
O 2.173 0.406 1.542 -0.3 -0.2 -0.1 -0.36
O 2.754 0.931 -0.803 -0.3 -0.2 -0.2 -0.37
S 2.030 0.129 0.141 0.7 -0.1 0.3 0.85
Cl -4.054 -0.809 0.065 0.7 0.2 -0.3 -0.04
Cl 2.609 -1.926 -0.167 -0.2 0.5 0.1 -0.14
```
Positions in Å, forces in eV/Å.

Record 4
ORCA calculation (ωB97M-V/def2-TZVPD) on an isolated molecule of C5H8N2.

Values from the calculation:
Charge   0
HOMO level (spin up / spin down)   -0.2563 / -0.2564 Ha
ΔE to the lowest compared entry with this formula, charge and spin   564.3 kJ/mol
DFT total energy   -304.620563 hartree

```
15
Properties=species:S:1:pos:R:3:forces:R:3:mulliken_charge:R:1
C 0.977 1.214 -0.098 0.4 -0.1 0.4 -0.73
C -0.918 1.048 -1.067 -0.6 0.0 -0.3 -0.93
N -0.318 -0.028 -0.195 0.3 0.1 0.0 0.16
C -0.733 -0.544 1.049 0.1 0.0 0.1 -0.18
C -0.086 -1.722 1.208 -0.2 0.1 0.2 -0.44
N 0.636 -2.057 0.061 -0.1 0.3 -0.2 -0.60
C 0.453 -1.064 -0.746 0.2 -0.1 0.0 0.05
H 1.527 1.331 -1.024 -0.2 -0.1 0.1 0.31
H 0.594 2.154 0.284 -0.1 -0.2 -0.1 0.33
H 1.548 0.671 0.669 0.0 0.1 -0.1 0.34
H -1.620 0.577 -1.763 0.0 0.0 0.1 0.24
H -1.449 1.721 -0.392 0.1 0.0 -0.1 0.25
H -1.382 0.034 1.690 0.1 -0.1 -0.1 0.40
H -0.087 -2.379 2.068 0.0 0.1 -0.1 0.41
H 0.858 -0.955 -1.744 -0.1 0.0 0.1 0.40
```
Positions in Å, forces in eV/Å.

Record 5
ORCA calculation (ωB97M-V/def2-TZVPD) on a cluster of 3 separate species, C3H12O2S2 in total at a distorted geometry.

Values from the calculation:
Charge   -1
HOMO level (spin up / spin down)   -0.0085 / -0.1131 Ha
Multiplicity   2
ΔE to the lowest compared entry with this formula, charge and spin   54.6 kJ/mol
DFT total energy   -1068.325010 hartree

```
19
Properties=species:S:1:pos:R:3:forces:R:3:mulliken_charge:R:1
C -0.814 -1.766 -0.105 -0.5 0.4 1.1 -0.50
C -1.777 -1.538 -1.259 0.9 -0.3 -1.4 -1.07
C 0.201 -0.654 0.186 0.2 -0.4 -0.4 -0.46
S -0.439 1.032 0.129 -2.3 -0.8 0.4 -0.39
S 1.598 1.998 -0.097 2.4 0.9 -0.7 -0.55
H -0.299 -2.738 -0.146 0.0 0.2 -0.5 0.31
H -1.416 -1.872 0.803 -0.2 0.1 0.1 0.24
H -2.208 -0.543 -1.366 0.0 -0.1 0.7 0.28
H -1.283 -1.692 -2.232 0.3 0.1 0.2 0.27
H -2.529 -2.304 -1.272 -0.8 -0.3 0.3 0.38
H 1.033 -0.765 -0.502 0.1 0.3 -0.5 0.14
H 0.665 -0.828 1.147 0.0 -0.1 0.5 0.35
H 1.659 2.844 0.930 -0.2 0.0 0.3 0.01
H -2.310 4.005 3.431 0.0 0.1 0.0 0.30
H -2.014 2.533 3.234 0.3 -0.1 -0.2 0.32
O -1.583 3.377 3.409 -0.2 0.0 0.2 -0.62
H 3.727 0.316 -2.514 -0.2 -0.6 0.6 0.30
H 4.305 -0.900 -1.737 0.0 0.2 0.0 0.29
O 3.484 -0.503 -2.039 0.1 0.3 -0.6 -0.60
```
Positions in Å, forces in eV/Å.

Record 6
ORCA calculation (ωB97M-V/def2-TZVPD) on the ion CH7N4 with charge +1 at a distorted geometry.

Values from the calculation:
Charge   +1
HOMO level   -0.5747 Ha
SMILES   [H]/N=[N+](/N)NC
ΔE to the lowest compared entry with this formula, charge and spin   227.7 kJ/mol
DFT total energy   -260.938096 hartree

```
12
Properties=species:S:1:pos:R:3:forces:R:3:mulliken_charge:R:1
H 1.018 1.185 -1.250 0.0 -0.4 0.5 0.33
N 1.233 1.232 -0.241 -0.1 0.2 -0.7 -0.77
N 0.617 0.426 0.458 0.2 0.3 -2.6 1.24
N 0.808 0.430 1.762 -1.0 -0.8 1.5 -0.49
N -0.259 -0.554 0.078 1.4 0.2 0.4 -0.39
C -0.821 -0.706 -1.238 -1.8 -0.4 0.8 -0.73
H 1.357 1.201 2.207 -1.0 -0.7 -0.9 0.35
H -0.134 0.130 2.027 1.0 0.7 2.1 0.28
H -0.676 -1.024 0.858 0.0 -0.4 0.0 0.20
H -1.656 -0.045 -1.283 -0.5 0.9 -0.7 0.41
H -0.167 -0.593 -2.050 1.2 0.2 -0.9 0.26
H -1.320 -1.683 -1.328 0.7 0.0 0.3 0.32
```
Positions in Å, forces in eV/Å.